{"formula": "C57H46ClNO16", "method": "ωB97M-V/def2-TZVPD", "e_lumo_ha": -0.0692, "gap_ev": 7.8, "smiles": "CCCCCCCc1c(Cl)ccc2c1C(=O)NC2=O.O=C1C=CC(=O)C=C1.O=C1C=CC(=O)C=C1.O=C1C=CC(=O)C=C1.O=C1C=CC(=O)C=C1.O=C1C=CC(=O)C=C1.O=C1C=CC(=O)C=C1.O=C1C=CC(=O)C=C1", "species": ["C", "C", "C", "C", "C", "C", "C", "C", "C", "Cl", "C", "C", "C", "C", "C", "O", "N", "C", "O", "H", "H", "H", "H", "H", "H", "H", "H", "H", "H", "H", "H", "H", "H", "H", "H", "H", "H", "O", "C", "C", "C", "C", "O", "C", "C", "H", "H", "H", "H", "O", "C", "C", "C", "C", "O", "C", "C", "H", "H", "H", "H", "O", "C", "C", "C", "C", "O", "C", "C", "H", "H", "H", "H", "O", "C", "C", "C", "C", "O", "C", "C", "H", "H", "H", "H", "O", "C", "C", "C", "C", "O", "C", "C", "H", "H", "H", "H", "O", "C", "C", "C", "C", "O", "C", "C", "H", "H", "H", "H", "O", "C", "C", "C", "C", "O", "C", "C", "H", "H", "H", "H"], "coordinates": [[-2.42480, -6.51938, -0.02121], [-1.10934, -5.87775, -0.52482], [-0.96590, -4.44151, -0.02295], [-1.77165, -3.42814, -0.83376], [-1.73266, -2.04788, -0.14941], [-2.90639, -1.12865, -0.47420], [-4.31106, -1.77031, -0.42888], [-4.59571, -2.78372, 0.65547], [-4.30404, -2.64868, 2.02246], [-3.62180, -1.18658, 2.64843], [-4.59653, -3.65541, 2.94042], [-5.21330, -4.83887, 2.55491], [-5.54494, -4.98749, 1.22426], [-5.23835, -3.98289, 0.31751], [-5.73307, -4.45393, -1.01807], [-5.85693, -3.87727, -2.05979], [-6.10430, -5.79031, -0.83161], [-6.20380, -6.12033, 0.52025], [-6.69357, -7.10599, 0.97597], [-2.23448, -7.31301, 0.69155], [-3.03731, -5.76110, 0.46001], [-2.99733, -6.89940, -0.86404], [-0.29239, -6.45041, -0.08664], [-0.99936, -5.95678, -1.60315], [0.07561, -4.12743, 0.03841], [-1.32947, -4.41891, 1.00770], [-1.26592, -3.36118, -1.79795], [-2.77938, -3.80350, -0.99901], [-0.83856, -1.55484, -0.51297], [-1.57665, -2.19575, 0.91711], [-2.86327, -0.25796, 0.16949], [-2.76245, -0.75070, -1.48461], [-4.51628, -2.19050, -1.40087], [-5.03467, -0.96617, -0.27875], [-4.33247, -3.49150, 3.97442], [-5.43592, -5.62021, 3.26587], [-6.78870, -6.17639, -1.46725], [-0.29630, 0.58382, 0.25799], [0.34634, 1.03013, 1.18468], [1.73935, 1.50311, 1.00514], [2.43400, 1.98697, 2.02958], [1.84840, 2.07387, 3.38383], [2.51277, 2.52609, 4.29554], [0.45567, 1.60630, 3.57213], [-0.24176, 1.12102, 2.54853], [2.14798, 1.42904, 0.00504], [3.44720, 2.34479, 1.93793], [0.04946, 1.68139, 4.57297], [-1.26050, 0.77076, 2.65361], [4.65402, 6.49684, 5.50038], [4.97870, 5.54702, 6.18307], [6.08185, 5.62009, 7.17152], [6.42927, 4.55032, 7.88270], [5.73099, 3.24608, 7.71257], [6.05729, 2.27500, 8.36064], [4.62889, 3.18097, 6.71958], [4.28040, 4.25399, 6.01637], [6.58014, 6.57601, 7.27319], [7.23147, 4.57216, 8.60945], [4.13390, 2.22540, 6.60203], [3.48434, 4.23638, 5.28822], [2.61849, 8.87715, 1.00922], [3.05007, 7.74742, 0.95106], [2.59749, 6.80401, -0.10530], [3.06570, 5.56042, -0.16703], [4.06234, 5.06417, 0.81348], [4.48728, 3.92591, 0.75647], [4.51704, 6.00521, 1.86485], [4.04737, 7.24786, 1.93080], [1.87034, 7.18655, -0.81010], [2.74726, 4.85660, -0.92576], [5.24202, 5.62344, 2.57215], [4.36405, 7.94560, 2.69536], [-4.94943, -0.95756, -4.31560], [-5.33707, -1.55345, -5.29704], [-6.46801, -2.51322, -5.22339], [-6.88781, -3.16685, -6.30268], [-6.24782, -2.96327, -7.62269], [-6.63663, -3.55636, -8.61106], [-5.11764, -2.00686, -7.69836], [-4.69535, -1.35290, -6.62095], [-6.91934, -2.64755, -4.24879], [-7.70949, -3.87113, -6.27227], [-4.66564, -1.87460, -8.67325], [-3.87384, -0.64877, -6.65326], [-7.97804, -0.01951, -7.76691], [-8.71491, -0.04808, -8.73183], [-9.63345, 1.07715, -9.03510], [-10.44006, 1.03924, -10.09214], [-10.45386, -0.12828, -11.01198], [-11.18894, -0.15835, -11.97491], [-9.53362, -1.25191, -10.70527], [-8.72707, -1.21277, -9.64795], [-9.60694, 1.91733, -8.35279], [-11.11927, 1.84677, -10.33400], [-9.55860, -2.09332, -11.38584], [-8.04629, -2.01739, -9.40503], [4.61375, 0.08935, 2.01610], [5.63432, 0.24529, 1.37568], [5.76881, 1.34367, 0.38235], [6.89712, 1.51894, -0.29878], [8.06951, 0.63030, -0.09030], [9.09939, 0.79827, -0.70763], [7.93324, -0.45933, 0.90517], [6.80362, -0.64082, 1.58412], [4.91146, 1.99065, 0.24732], [7.01859, 2.31190, -1.02580], [8.80119, -1.09015, 1.04778], [6.68828, -1.42737, 2.31530], [8.33476, -0.48096, 4.07984], [8.72552, 0.59694, 4.47516], [10.00037, 0.73594, 5.22038], [10.41705, 1.92137, 5.65734], [9.62523, 3.15493, 5.41704], [10.00446, 4.23437, 5.81522], [8.34920, 3.01493, 4.67013], [7.93295, 1.82989, 4.23342], [10.56115, -0.17500, 5.38601], [11.34249, 2.04628, 6.20470], [7.78639, 3.92548, 4.50649], [7.00406, 1.70579, 3.68989]], "forces_ev_per_angstrom": [[0.20, 0.45, -0.74], [0.17, -0.21, 0.95], [-0.41, -0.08, -0.03], [0.75, 0.10, 0.31], [-0.08, -0.45, -0.69], [0.02, -0.20, 0.19], [0.29, 0.55, 0.55], [-0.05, -0.40, -0.33], [-0.29, -0.38, -0.39], [0.00, 0.12, 0.04], [0.01, -0.05, 0.00], [-0.05, -0.06, 0.00], [0.30, 0.57, 0.41], [0.09, 0.15, -0.03], [0.15, -0.24, 0.34], [0.00, 0.32, -0.50], [-0.78, 0.00, -0.13], [0.75, 0.61, -0.08], [-0.41, -0.66, 0.26], [-0.07, -0.16, 0.06], [-0.12, 0.03, 0.14], [-0.16, -0.27, 0.09], [0.18, -0.10, -0.17], [-0.07, 0.14, -0.15], [0.15, 0.03, -0.20], [-0.01, -0.03, 0.15], [-0.32, 0.06, -0.30], [-0.14, 0.00, -0.02], [0.21, 0.15, 0.15], [-0.27, 0.10, 0.24], [0.05, 0.11, 0.11], [-0.12, 0.03, -0.16], [-0.23, -0.26, -0.06], [-0.10, 0.12, -0.15], [-0.01, -0.01, 0.07], [0.01, -0.01, 0.11], [0.23, -0.18, -0.15], [0.03, 0.18, 0.06], [0.06, -0.02, -0.05], [-0.08, 0.06, 0.03], [-0.15, 0.03, -0.12], [0.19, 0.01, -0.12], [-0.24, -0.08, 0.16], [-0.02, -0.02, 0.06], [0.03, 0.03, 0.04], [-0.01, -0.03, -0.01], [-0.05, -0.04, 0.03], [0.01, 0.00, 0.01], [-0.01, -0.02, -0.04], [0.17, 0.26, 0.00], [-0.08, -0.14, -0.12], [0.01, 0.05, 0.03], [-0.01, 0.02, -0.04], [-0.02, -0.01, -0.02], [0.04, 0.01, 0.00], [0.05, -0.01, 0.03], [0.03, -0.02, 0.10], [-0.01, 0.00, -0.01], [0.00, -0.03, 0.00], [0.00, 0.00, -0.01], [-0.01, -0.03, -0.01], [0.01, -0.04, -0.02], [-0.02, 0.03, 0.01], [0.00, -0.06, -0.01], [0.00, -0.01, -0.01], [-0.04, 0.23, 0.01], [-0.04, 0.36, 0.01], [0.00, -0.06, -0.01], [0.05, -0.01, 0.04], [0.00, 0.03, 0.02], [0.01, -0.02, 0.01], [-0.01, -0.02, 0.01], [-0.03, 0.00, 0.02], [0.01, 0.00, 0.00], [-0.01, 0.01, 0.03], [-0.05, -0.02, 0.03], [0.02, 0.01, 0.03], [0.01, -0.03, 0.01], [0.03, 0.04, 0.06], [0.04, 0.02, 0.02], [0.02, -0.02, -0.04], [0.07, 0.00, 0.03], [0.00, 0.00, -0.03], [-0.02, -0.02, -0.01], [-0.01, 0.01, 0.03], [0.01, -0.01, 0.00], [0.02, -0.01, 0.02], [-0.03, 0.03, -0.01], [0.03, 0.01, 0.04], [-0.01, -0.02, -0.03], [0.00, 0.01, 0.01], [0.01, 0.04, 0.04], [-0.02, -0.03, -0.07], [0.02, -0.02, 0.02], [-0.01, -0.02, -0.03], [-0.02, 0.01, -0.02], [-0.03, -0.02, -0.05], [0.07, -0.04, -0.04], [0.14, 0.01, 0.04], [-0.16, -0.17, -0.05], [0.02, -0.05, 0.05], [-0.01, 0.08, -0.01], [0.04, -0.01, -0.01], [-0.05, -0.05, -0.02], [0.04, -0.08, -0.18], [0.15, -0.19, -0.01], [0.03, 0.00, -0.01], [0.02, 0.02, -0.01], [-0.02, 0.02, 0.04], [0.12, 0.00, 0.15], [-0.10, -0.02, 0.02], [0.04, 0.04, 0.00], [-0.01, -0.05, -0.02], [0.00, 0.00, 0.01], [-0.01, 0.02, 0.02], [-0.03, -0.03, -0.01], [-0.03, 0.04, -0.01], [-0.02, -0.02, -0.01], [-0.01, 0.04, 0.01], [0.02, 0.03, 0.01], [-0.01, -0.03, 0.01]]}